Entry 1:
11
Properties=species:S:1:pos:R:3 method="wB97M-V/def2-TZVPD" gap_ev=7.14 smiles="O=[S@@]1([O-])=CCC=N1" max_force_ev_per_a=3.30 lumo_ha=0.152 multiplicity=1 total_charge=-1
O 2.135 -0.131 -1.315
S 1.452 0.183 -0.086
O 2.331 0.482 1.019
C -0.095 1.289 -0.077
C -1.163 0.201 -0.260
C -0.622 -1.137 0.159
N 0.604 -1.374 0.205
H 0.026 1.757 0.962
H -1.252 0.254 -1.328
H -2.053 0.489 0.184
H -1.364 -2.012 0.536

***

Entry 2:
11
Properties=species:S:1:pos:R:3 method="wB97M-V/def2-TZVPD" gap_ev=9.39 max_force_ev_per_a=4.89 lumo_ha=-0.176 multiplicity=1 total_charge=+1
C -1.488 -0.306 -0.549
C 1.326 -1.514 -0.419
C -0.525 -0.089 0.298
N 0.074 1.281 0.295
O -2.348 -0.398 -1.267
O 1.948 -0.536 -0.610
S 0.469 -2.729 -0.022
H -0.288 -0.734 1.015
H -0.599 2.033 0.735
H 0.561 1.601 -0.527
H 0.870 1.391 1.050

***

Entry 3:
11
Properties=species:S:1:pos:R:3 method="wB97M-V/def2-TZVPD" gap_ev=7.96 smiles="O=CCNC(=O)[O-]" max_force_ev_per_a=4.31 lumo_ha=0.146 multiplicity=1 total_charge=-1
O 0.208 -2.012 -1.752
C -0.278 -1.344 -0.862
C 0.387 0.057 -0.805
N 0.458 0.625 0.536
C -0.596 1.101 1.351
O -0.036 1.062 2.476
O -1.675 1.229 0.694
H -1.042 -1.709 -0.136
H 1.361 -0.325 -1.054
H -0.075 0.848 -1.589
H 1.289 0.468 1.141

***

Entry 4:
11
Properties=species:S:1:pos:R:3 method="wB97M-V/def2-TZVPD" gap_ev=8.97 max_force_ev_per_a=5.12 lumo_ha=0.157 multiplicity=1 total_charge=-1
C -2.307 0.640 0.278
C -0.431 -0.850 0.309
C 1.942 0.042 -0.446
N -1.473 -0.306 0.710
O -3.099 0.653 -0.599
O 0.159 -1.854 0.381
O 0.647 0.390 -0.391
H -2.495 1.562 1.135
H 2.124 -1.042 -0.775
H 2.502 0.056 0.582
H 2.431 0.709 -1.185

***

Entry 5:
12
Properties=species:S:1:pos:R:3 method="wB97M-V/def2-TZVPD" gap_ev=8.57 smiles="O=C([O-])O/N=C/CS" max_force_ev_per_a=4.38 lumo_ha=0.125 multiplicity=1 total_charge=-1
O -3.776 0.615 -0.549
C -2.901 -0.088 -0.118
O -2.770 -1.208 0.300
O -1.583 0.769 -0.087
N -0.410 0.106 -0.040
C 0.602 0.789 0.210
C 2.214 -0.006 0.010
S 1.904 -1.784 0.040
H 0.711 1.849 0.397
H 2.846 0.296 0.835
H 2.590 0.310 -0.956
H 0.574 -1.647 -0.042

***

Entry 6:
11
Properties=species:S:1:pos:R:3 method="wB97M-V/def2-TZVPD" gap_ev=7.84 smiles="S=P1=C=NCCO1" max_force_ev_per_a=5.56 lumo_ha=-0.013 multiplicity=1
S -2.367 2.526 0.992
P -0.868 2.016 -0.015
C -1.130 0.435 -0.925
N -0.536 -0.515 -1.251
C 0.465 -1.228 -0.499
C 0.818 -0.200 0.635
O -0.257 0.664 0.936
H 1.297 -1.370 -1.200
H -0.003 -2.093 -0.278
H 0.980 -0.637 1.513
H 1.601 0.401 0.093

***

Entry 7:
10
Properties=species:S:1:pos:R:3 method="wB97M-V/def2-TZVPD" gap_ev="5.09 / 5.09" max_force_ev_per_a=3.87 lumo_ha="0.122 / 0.122" multiplicity=1 total_charge=-1
C 0.411 0.121 0.093
C -2.927 0.077 -0.007
C 1.953 -0.062 -0.105
N -0.116 1.163 -0.290
O -3.764 0.920 0.218
S -2.391 -1.402 0.018
H -0.203 -0.691 0.744
H 2.488 -0.794 0.485
H 2.269 0.951 -0.072
H 2.280 -0.284 -1.086

***

Entry 8:
9
Properties=species:S:1:pos:R:3 method="wB97M-V/def2-TZVPD" gap_ev="6.61 / 6.35" max_force_ev_per_a=4.60 lumo_ha="-0.232 / -0.235" multiplicity=1 total_charge=+1
C 1.561 0.780 -0.707
C -2.212 0.149 0.701
C -0.092 -0.885 0.075
N 0.696 0.070 -0.240
S -3.357 0.168 -0.277
H 1.652 1.808 -0.881
H -1.767 -0.086 1.621
H -0.174 -1.437 0.957
H -0.681 -1.372 -0.720

***

Entry 9:
9
Properties=species:S:1:pos:R:3 method="wB97M-V/def2-TZVPD" gap_ev=9.02 max_force_ev_per_a=2.98 lumo_ha=-0.260 multiplicity=1 total_charge=+1
C -1.348 0.595 0.948
C -0.088 1.061 -0.655
C -0.506 -0.576 1.062
N -0.975 1.551 0.124
S -1.785 -0.053 2.377
H 0.559 1.770 -1.169
H -0.048 0.031 -1.000
H -0.751 -1.523 0.601
H 0.529 -0.478 1.370

***

Entry 10:
9
Properties=species:S:1:pos:R:3 method="wB97M-V/def2-TZVPD" gap_ev=6.86 max_force_ev_per_a=6.52 lumo_ha=-0.217 multiplicity=1 total_charge=+1
C -1.841 -0.292 1.002
C 0.700 0.099 -1.677
C 0.610 0.187 0.885
N -0.685 -0.138 0.916
S 2.165 0.148 -2.142
H -2.784 -0.585 0.633
H -0.282 0.161 -1.820
H 1.139 -0.640 0.939
H 0.978 1.060 1.264

***

Entry 11:
9
Properties=species:S:1:pos:R:3 method="wB97M-V/def2-TZVPD" gap_ev="7.19 / 6.68" max_force_ev_per_a=3.70 lumo_ha="-0.342 / -0.352" multiplicity=1 total_charge=+1
C 1.093 2.107 -1.909
C -0.267 0.686 -0.396
C 0.838 -0.349 -0.093
N 0.223 1.723 -1.214
S 2.384 -0.107 -0.869
H -1.123 0.397 -1.082
H -0.619 1.264 0.384
H 1.135 -0.498 0.915
H 0.479 -1.531 -0.282

***

Entry 12:
9
Properties=species:S:1:pos:R:3 method="wB97M-V/def2-TZVPD" gap_ev="8.23 / 6.55" max_force_ev_per_a=4.15 lumo_ha="-0.178 / -0.350" multiplicity=3 total_charge=+1
C -1.182 0.874 -0.852
C -0.340 0.682 1.167
C -0.341 -0.132 -1.449
N -1.312 0.983 0.401
S -1.360 0.983 -2.446
H -0.736 0.606 2.135
H 0.626 1.000 1.057
H 0.693 0.047 -1.562
H -0.536 -1.216 -1.612

***

Entry 13:
12
Properties=species:S:1:pos:R:3 method="wB97M-V/def2-TZVPD" gap_ev="8.96 / 5.67" max_force_ev_per_a=7.30 lumo_ha="-0.193 / -0.296" multiplicity=4 total_charge=+1
O -1.710 0.487 -0.237
C -1.292 -0.007 -1.431
C -0.743 0.487 0.830
O -0.416 0.696 -2.002
O -1.045 -1.255 -1.258
C 0.259 -0.591 0.599
H -1.297 0.269 1.751
H -0.296 1.491 0.844
H 0.458 -1.606 0.934
O 1.894 -0.014 0.470
H 2.484 -0.737 0.707
Ni 1.704 0.781 -1.206

***

Entry 14:
8
Properties=species:S:1:pos:R:3 method="wB97M-V/def2-TZVPD" gap_ev=10.02 smiles="C=CC=O" max_force_ev_per_a=4.80 lumo_ha=0.007 multiplicity=1
C -1.035 -0.654 0.019
C -0.325 0.524 -0.145
C 1.139 0.290 0.011
O 1.722 -0.721 -0.135
H -2.100 -0.631 0.042
H -0.543 -1.564 0.056
H -0.620 1.537 -0.381
H 1.761 1.218 0.533

***

Entry 15:
8
Properties=species:S:1:pos:R:3 method="wB97M-V/def2-TZVPD" gap_ev=10.19 max_force_ev_per_a=0.72 lumo_ha=-0.016 multiplicity=1
O -0.058 0.215 -1.472
C 0.507 0.318 -0.194
C -1.075 -0.387 1.326
C 0.014 -0.801 0.759
H -0.994 0.440 -1.386
H 1.589 0.208 -0.310
H 0.316 1.308 0.236
H 0.531 -1.754 0.828

***

Entry 16:
8
Properties=species:S:1:pos:R:3 method="wB97M-V/def2-TZVPD" gap_ev=10.29 smiles="C1=CC=1.O" max_force_ev_per_a=5.77 lumo_ha=0.013 multiplicity=1
C 0.234 -0.167 -0.745
C 1.221 0.527 0.188
C 1.274 -0.847 0.051
H 1.656 1.432 0.520
H 1.760 -1.847 0.243
O -2.416 0.083 0.034
H -1.510 -0.242 -0.333
H -2.219 1.063 0.040

***

Entry 17:
8
Properties=species:S:1:pos:R:3 method="wB97M-V/def2-TZVPD" gap_ev=10.58 max_force_ev_per_a=4.56 lumo_ha=0.034 multiplicity=1
C 0.879 0.333 -0.431
C 0.860 -0.979 -0.127
C -0.095 0.027 0.548
O -1.803 -0.221 -0.298
H 1.259 1.080 -1.273
H 1.051 -1.960 -0.508
H -0.272 0.365 1.606
H -2.373 0.288 0.332

***

Entry 18:
8
Properties=species:S:1:pos:R:3 method="wB97M-V/def2-TZVPD" gap_ev="9.24 / 7.60" max_force_ev_per_a=8.00 lumo_ha="-0.036 / -0.056" multiplicity=1
C 0.712 -1.104 -0.669
C 0.695 -0.198 0.431
C -0.416 -0.233 -0.641
O 1.643 -2.321 -1.798
H 0.472 -0.585 1.418
H 1.407 0.618 0.447
H -0.472 0.554 -1.385
H -1.384 -0.639 -0.381

***

Entry 19:
9
Properties=species:S:1:pos:R:3 method="wB97M-V/def2-TZVPD" gap_ev="7.71 / 9.05" max_force_ev_per_a=4.30 lumo_ha="-0.007 / 0.011" multiplicity=1
C 0.271 -0.574 1.821
C 0.858 -1.167 3.035
C 0.352 0.455 -0.519
O 0.286 0.058 3.091
O -0.794 -0.096 -0.832
H -0.710 -0.750 1.358
H 1.155 0.286 -1.213
H 0.424 1.285 0.139
H -0.773 -0.565 -1.601

***

Entry 20:
9
Properties=species:S:1:pos:R:3 method="wB97M-V/def2-TZVPD" gap_ev=10.05 smiles="C=C=O.C=O" max_force_ev_per_a=3.72 lumo_ha=0.029 multiplicity=1
C -1.730 -0.975 -0.002
C -1.337 0.253 -0.025
O -1.059 1.360 0.188
H -0.841 -1.671 -0.263
H -2.761 -1.334 -0.005
C 1.927 0.632 0.026
O 1.607 -0.516 -0.176
H 1.220 1.318 0.240
H 2.975 0.932 0.017

***

Entry 21:
9
Properties=species:S:1:pos:R:3 method="wB97M-V/def2-TZVPD" gap_ev=9.30 smiles="CC(=O)C=O" max_force_ev_per_a=4.24 lumo_ha=-0.019 multiplicity=1
C 0.354 -0.797 -0.760
C -0.680 -0.010 0.090
O -1.867 -0.152 -0.017
C 0.003 1.030 0.943
O 1.083 0.752 1.463
H -0.170 -1.709 -0.969
H 1.175 -1.010 -0.235
H 0.695 -0.005 -1.470
H -0.594 1.901 0.955

***

Entry 22:
9
Properties=species:S:1:pos:R:3 method="wB97M-V/def2-TZVPD" gap_ev=8.71 max_force_ev_per_a=5.69 lumo_ha=0.017 multiplicity=1
C 1.209 0.992 -0.019
C -0.144 1.315 -0.081
C -0.899 -0.535 -0.459
O 0.995 1.066 1.237
O -0.308 -1.398 0.378
H 2.228 0.732 -0.385
H -0.500 -0.606 -1.477
H -1.846 -0.184 -0.405
H -0.734 -1.382 1.211

***

Entry 23:
9
Properties=species:S:1:pos:R:3 method="wB97M-V/def2-TZVPD" gap_ev=10.33 smiles="O=C1COC1" max_force_ev_per_a=3.77 lumo_ha=0.019 multiplicity=1
O 0.101 2.013 0.469
C 0.040 0.833 0.311
C 1.045 -0.300 0.006
O -0.032 -1.248 0.224
C -1.026 -0.240 0.208
H 1.912 -0.431 0.667
H 1.372 -0.325 -1.046
H -1.553 0.057 -0.969
H -2.079 -0.389 0.083

***

Entry 24:
9
Properties=species:S:1:pos:R:3 method="wB97M-V/def2-TZVPD" gap_ev=8.24 max_force_ev_per_a=4.19 lumo_ha=-0.027 multiplicity=1
C -1.663 -0.716 -0.433
C -0.416 -0.162 -0.268
C 1.572 0.659 0.660
O -1.419 0.584 -0.988
O -0.548 -1.341 -1.090
H -2.538 -1.137 -0.009
H 2.172 0.549 -0.219
H 1.647 -0.071 1.439
H 1.194 1.634 0.907

***

Entry 25:
10
Properties=species:S:1:pos:R:3 method="wB97M-V/def2-TZVPD" gap_ev=5.52 smiles="O=C([O-])CC[S-]" max_force_ev_per_a=0.64 lumo_ha=0.232 multiplicity=1 total_charge=-2
O -2.448 0.374 -1.249
C -1.624 -0.117 -0.440
O -1.915 -0.875 0.516
C -0.096 0.162 -0.610
C 0.702 0.352 0.686
S 2.530 0.112 0.480
H 0.301 -0.730 -1.102
H 0.078 1.010 -1.273
H 0.359 -0.354 1.436
H 0.437 1.347 1.058

***

Entry 26:
10
Properties=species:S:1:pos:R:3 method="wB97M-V/def2-TZVPD" gap_ev=5.68 smiles="O=C([O-])CC[S-]" max_force_ev_per_a=4.18 lumo_ha=0.231 multiplicity=1 total_charge=-2
O -1.083 0.833 1.868
C -1.447 0.215 0.890
O -2.542 -0.442 0.620
C -0.387 0.090 -0.297
C 1.245 -0.093 -0.152
S 2.254 0.130 -1.826
H -0.574 -0.809 -0.853
H -0.691 0.830 -1.106
H 1.363 -1.114 0.200
H 1.863 0.361 0.655

***

Entry 27:
10
Properties=species:S:1:pos:R:3 method="wB97M-V/def2-TZVPD" gap_ev=10.65 smiles="C[C@@]1(S)OC1=O" max_force_ev_per_a=1.42 lumo_ha=0.022 multiplicity=1
C -0.541 -0.081 1.218
C -0.101 0.064 -0.211
S -1.125 -0.791 -1.415
O 0.288 1.453 -0.619
C 1.215 0.533 -0.606
O 2.353 0.334 -0.829
H -1.568 0.260 1.333
H 0.102 0.502 1.873
H -0.485 -1.131 1.499
H -0.138 -1.143 -2.242

***

Entry 28:
10
Properties=species:S:1:pos:R:3 method="wB97M-V/def2-TZVPD" gap_ev=10.28 max_force_ev_per_a=3.64 lumo_ha=0.019 multiplicity=1
C -0.992 -0.030 -0.122
C 0.004 -1.233 0.039
C -0.060 1.193 0.068
O -2.110 -0.027 -0.559
O 2.473 0.102 0.048
S 1.257 -0.053 -0.732
H -0.024 -1.185 1.069
H -0.237 -2.181 -0.407
H -0.448 2.039 -0.532
H 0.138 1.376 1.128

***

Entry 29:
10
Properties=species:S:1:pos:R:3 method="wB97M-V/def2-TZVPD" gap_ev=9.21 max_force_ev_per_a=3.00 lumo_ha=-0.015 multiplicity=1
C 0.448 0.411 0.365
C -0.603 0.693 -1.159
C 1.525 -0.342 0.311
O -2.446 0.678 0.731
O -1.794 -1.458 -0.070
S -1.631 -0.069 -0.138
H 0.281 1.167 1.264
H -0.122 -0.063 -1.829
H 2.027 -0.995 -0.498
H 2.312 -0.021 1.023

***

Entry 30:
10
Properties=species:S:1:pos:R:3 method="wB97M-V/def2-TZVPD" gap_ev=8.80 smiles="S=C1OCCO1" max_force_ev_per_a=10.11 lumo_ha=0.018 multiplicity=1
S -2.984 0.047 0.021
C -1.402 -0.034 -0.076
O -0.681 1.146 -0.161
C 0.754 0.789 0.158
C 0.671 -0.784 -0.057
O -0.784 -1.039 -0.012
H 1.361 1.114 -0.812
H 0.889 1.183 1.071
H 1.078 -1.094 -0.982
H 1.096 -1.328 0.849

***

Entry 31:
10
Properties=species:S:1:pos:R:3 method="wB97M-V/def2-TZVPD" gap_ev=8.46 smiles="CC(=O)C(O)=S" max_force_ev_per_a=2.71 lumo_ha=-0.031 multiplicity=1
C 0.593 1.119 -0.603
C -0.542 0.518 0.098
O -1.560 1.189 0.202
C -0.451 -0.940 0.549
O 0.522 -1.649 0.063
S -1.651 -1.575 1.428
H 0.186 2.073 -0.999
H 1.341 1.325 0.189
H 1.135 0.492 -1.279
H 0.428 -2.552 0.352

***

Entry 32:
10
Properties=species:S:1:pos:R:3 method="wB97M-V/def2-TZVPD" gap_ev="6.88 / 7.95" max_force_ev_per_a=8.33 lumo_ha="0.027 / -0.094" multiplicity=3
C 0.582 2.571 -0.079
C -1.034 -0.950 -0.361
C 0.302 -1.244 0.307
O 1.653 2.199 -0.038
O -1.425 0.100 -0.771
S -0.847 3.203 -0.052
H -1.552 -1.937 -0.389
H 1.207 -1.377 -0.499
H 0.306 -2.090 1.026
H 0.808 -0.476 0.855

***

Entry 33:
10
Properties=species:S:1:pos:R:3 method="wB97M-V/def2-TZVPD" gap_ev="8.05 / 6.83" max_force_ev_per_a=2.90 lumo_ha="0.021 / -0.105" multiplicity=3
C 1.758 0.228 -0.362
C -0.512 -0.629 1.127
C 0.495 -0.377 0.098
O 2.563 -0.352 -1.067
O 0.164 -1.637 0.361
S -0.449 0.807 -2.056
H 2.023 1.245 0.048
H 0.067 -0.626 2.135
H -1.648 -0.534 1.090
H -1.633 0.161 -2.346

***

Entry 34:
10
Properties=species:S:1:pos:R:3 method="wB97M-V/def2-TZVPD" gap_ev="6.10 / 6.58" max_force_ev_per_a=4.15 lumo_ha="0.014 / -0.127" multiplicity=3
C 1.462 0.703 0.165
C 0.286 0.006 -0.129
C -1.182 0.337 -0.258
O 2.220 1.304 0.853
O 1.300 0.327 -1.075
S 0.318 -1.990 0.018
H -1.745 -0.296 -0.975
H -1.534 1.345 -0.706
H -1.754 0.337 0.780
H 0.628 -2.072 1.326

***

Entry 35:
11
Properties=species:S:1:pos:R:3 method="wB97M-V/def2-TZVPD" gap_ev=6.48 max_force_ev_per_a=4.73 lumo_ha=-0.092 multiplicity=1
C 1.025 -0.600 -0.143
C 0.764 0.672 0.512
C -0.431 0.718 -0.519
H 1.425 1.627 0.376
H 0.576 0.545 1.507
H -0.429 1.596 -1.240
H -1.425 0.444 -0.068
O -1.344 -0.890 0.880
O 0.015 -0.504 -1.040
S -2.064 -1.661 -0.208
S 1.889 -1.946 -0.057

***

Entry 36:
12
Properties=species:S:1:pos:R:3 method="wB97M-V/def2-TZVPD" gap_ev=7.83 smiles="O=C(O)[C@H](S)C(=S)S" max_force_ev_per_a=6.34 lumo_ha=-0.056 multiplicity=1
O -1.070 1.850 -0.812
C -1.046 0.620 -0.413
O -2.274 -0.071 -0.206
C 0.096 -0.371 -0.516
S -0.348 -1.841 0.763
C 1.592 0.141 -0.173
S 2.828 -0.929 -0.774
S 1.846 1.419 1.015
H -1.997 -0.988 0.328
H -0.035 -0.804 -1.635
H -0.372 -1.169 1.815
H 0.781 2.142 0.608

***

Entry 37:
10
Properties=species:S:1:pos:R:3 method="wB97M-V/def2-TZVPD" gap_ev="6.68 / 8.26" max_force_ev_per_a=4.80 lumo_ha="-0.393 / -0.439" multiplicity=4 total_charge=+2
O -1.198 -0.674 -0.372
C -1.172 0.468 0.321
Tm -0.165 2.708 -0.637
O -2.134 1.224 0.539
C 0.209 -1.074 -0.347
H 0.267 -1.986 0.260
H 0.526 -1.267 -1.378
C 0.822 0.160 0.286
H 0.982 0.179 1.373
H 1.864 0.263 -0.045

***

Entry 38:
10
Properties=species:S:1:pos:R:3 method="wB97M-V/def2-TZVPD" gap_ev=10.28 smiles="O=CC(O)C=O" max_force_ev_per_a=0.56 lumo_ha=0.001 multiplicity=1
O 1.843 0.327 1.370
C 1.090 -0.369 0.742
C 0.268 0.113 -0.462
O -0.052 -0.969 -1.279
C -0.991 0.755 0.102
O -2.035 0.145 0.098
H 0.898 -1.436 0.982
H 0.858 0.863 -1.004
H -0.975 -1.199 -1.077
H -0.904 1.769 0.528

***

Entry 39:
10
Properties=species:S:1:pos:R:3 method="wB97M-V/def2-TZVPD" gap_ev="9.26 / 9.26" smiles="O=CC(=O)CO" max_force_ev_per_a=2.73 lumo_ha="-0.023 / -0.023" multiplicity=1
O 0.004 -2.768 0.246
C 0.490 -1.674 0.180
C -0.289 -0.418 -0.175
O -1.237 -0.412 -0.957
C 0.220 0.828 0.362
O -0.585 1.956 -0.225
H 1.559 -1.504 0.427
H 0.660 1.603 -0.511
H 0.418 0.951 1.422
H -1.240 1.436 -0.768

***

Entry 40:
10
Properties=species:S:1:pos:R:3 method="wB97M-V/def2-TZVPD" gap_ev=11.56 max_force_ev_per_a=0.72 lumo_ha=0.027 multiplicity=1
O 1.536 0.671 -0.391
C 0.192 0.321 -0.519
C -0.236 -1.123 -0.204
O -1.183 -0.626 0.794
C -0.677 0.630 0.693
O -0.808 1.558 1.433
H 1.606 1.278 0.360
H -0.229 0.690 -1.463
H 0.548 -1.708 0.278
H -0.750 -1.692 -0.981

***

Calculated energy above the lowest of the compared OMol25 structures with the same formula, charge and spin, 64.54, 19.12, 58.99, 67.45, 51.48, 29.86, 57.01, 100.99, 65.26, 102.48, 113.23, 53.75, 103.53, 14.37, 73.00, 86.01, 86.66, 155.47, 179.46, 51.81, 34.50, 143.68, 85.64, 169.58, 1.62, 22.95, 30.13, 55.99, 138.40, 50.37, 21.33, 19.67, 54.55, 66.53, 120.17, 43.37, 23.35, 35.78, 100.38, 30.57 kcal per mole (same order as the records).